DFT (ωB97M-V/def2-TZVPD) results for a molecular structure, C38H91AsCl4F6N5O17Zn.

2S+1 = 1
Charge = +1
Calculated total energy = -258789.6959 eV
LUMO energy = -2.96 eV

Each line ends with the Mulliken charge.
CARTESIAN COORDINATES (ANGSTROEM)
C 4.36 6.67 -3.35  -1.107
H -2.36 3.98 -2.05  0.587
F -0.96 -0.02 -0.86  0.576
H -2.95 -1.66 1.19  -0.052
H -2.85 2.95 -3.34  0.334
N -1.38 -1.50 -3.55  -0.062
C -0.70 2.81 -2.71  2.097
O -3.90 -0.07 5.10  -0.240
C 6.29 -3.94 0.33  -1.559
C -6.99 0.22 -2.50  -1.181
H -1.22 -6.63 2.55  0.363
H 1.37 -2.04 5.02  0.338
H -7.25 0.77 -3.39  0.360
Zn -2.00 0.25 -2.63  -0.071
H -2.24 -2.73 -0.04  -0.194
N 4.30 -4.67 -0.89  -0.647
H 0.09 -5.25 -0.44  0.187
C 0.48 -2.65 -4.76  -1.028
Cl -0.11 -3.83 4.90  -0.176
H 2.79 -0.98 -3.19  -0.142
H 6.50 -4.82 0.94  0.420
H -1.93 -2.34 -3.35  0.396
H -2.37 0.23 3.84  -0.057
H -4.73 -0.16 9.59  0.289
O -2.73 1.94 -1.61  0.318
O -4.32 -2.41 -0.12  -0.344
H 1.72 0.26 -5.10  0.281
H -6.66 -0.72 8.11  0.318
H -0.38 3.83 -4.66  0.428
H -1.19 4.41 2.15  -0.014
H 7.01 0.48 -4.05  0.316
H -3.07 1.72 4.46  0.309
O -1.54 -5.82 0.64  -0.298
F -0.36 -1.47 1.04  -0.427
H 3.31 -0.46 -5.50  0.411
H 5.05 1.13 -3.22  0.390
H 4.82 -0.08 -2.04  0.448
F 1.32 0.08 0.24  -0.436
F -0.30 1.95 0.47  -0.519
H -5.39 -6.85 1.49  0.419
H -0.28 -4.21 0.91  0.015
C -2.20 2.98 -2.46  -1.558
Cl -0.33 0.10 5.96  -0.154
C -3.90 2.31 -0.89  -0.713
H -3.02 -7.87 1.25  0.214
H 3.78 -1.25 1.73  0.108
C -4.45 -6.35 1.26  -1.267
C -5.24 0.65 9.06  -0.992
H -6.48 -1.61 -3.36  0.367
H 5.03 -2.20 -1.48  0.145
H -4.81 2.05 -1.43  0.089
C 0.07 -1.96 -3.45  1.187
H 0.68 -1.06 -3.36  -0.347
H 5.04 -4.80 -1.58  0.290
O 4.57 5.23 -1.46  -0.420
C 5.05 5.42 -2.80  -0.068
H 2.21 2.53 -0.25  -0.374
H -2.23 -5.20 2.46  0.130
C 3.13 0.03 -3.42  1.032
H 6.87 -3.95 -0.60  0.366
H -4.51 -5.29 1.53  0.165
C -0.37 1.86 5.61  0.367
H 6.10 5.67 -2.71  0.298
C -4.65 0.55 5.99  0.710
C -3.31 0.73 4.07  -0.419
Cl -1.50 2.63 6.74  -0.138
C -1.98 -6.14 1.94  -0.444
As -0.35 0.26 0.78  1.944
H -3.90 0.76 3.16  0.350
H 7.20 -1.19 -4.55  0.282
H 4.88 4.53 -3.40  0.189
H 1.56 -2.74 -4.78  0.495
H -6.63 0.91 7.50  0.301
C -1.12 5.49 2.23  0.083
H -4.39 -6.37 0.17  0.329
C -0.26 -5.26 0.59  -0.427
H 0.56 -2.05 3.45  -0.430
H -1.58 7.20 0.93  0.371
F -2.01 0.35 1.30  -0.762
N -3.51 -7.57 3.20  -0.702
O 2.07 5.96 3.51  -0.341
H -7.87 -0.25 -2.05  0.350
O 5.33 -0.70 -3.99  -0.414
H -5.89 1.18 9.76  0.339
C 4.34 -0.54 1.12  -0.054
H -1.40 -1.51 -4.58  0.414
O 3.32 4.27 0.01  -0.331
H 0.59 -3.24 -7.22  0.337
N -0.48 1.43 -3.23  0.141
O -5.13 -0.36 6.83  -0.376
H 0.63 2.25 5.76  0.387
H -4.47 1.35 8.74  0.247
H 1.27 3.95 0.23  0.058
C 4.82 -3.67 0.08  0.801
H 1.29 -2.97 -2.08  0.395
C 3.62 4.33 -1.27  0.557
H 4.62 7.51 -2.70  0.314
C -3.22 -7.01 1.90  0.484
H 1.66 -1.86 -7.07  0.243
O 0.26 5.81 2.39  -0.306
H -0.11 -3.97 -2.47  0.625
C -1.70 6.12 0.97  -1.146
O -3.47 -0.90 -1.54  -0.418
H -0.68 1.99 4.58  -0.477
H -0.18 -2.61 -1.33  0.043
H 3.18 1.26 -5.16  0.345
H 2.28 3.20 1.41  0.297
C 0.21 -2.94 -2.29  -1.818
H 4.29 -5.57 -0.42  0.304
C -3.10 -2.57 0.61  0.955
H 4.92 0.09 1.79  0.306
H 2.58 6.03 5.55  0.322
C 2.91 5.62 4.59  -0.708
H 3.66 0.12 0.57  -0.138
H 4.77 6.95 -4.33  0.392
H 4.34 -3.76 1.06  -0.102
C 4.61 0.13 -3.10  -0.536
H -4.17 -8.35 3.17  0.287
C -5.99 0.11 7.87  -0.207
O 0.00 -1.85 -5.82  -0.468
O -5.63 -1.55 -1.53  -0.359
H -0.06 -3.61 -4.75  0.616
H -3.91 1.79 0.06  0.094
C 2.79 0.28 -4.89  -1.913
N 2.27 0.94 -2.60  1.336
C -5.96 -0.88 -2.74  0.005
H -3.98 3.38 -0.73  0.446
O 3.16 3.65 -2.15  -0.668
H 3.28 6.58 -3.47  0.258
O 5.17 -1.25 0.22  -0.431
H 1.04 3.44 -3.73  0.219
C 0.84 5.47 3.53  0.863
H -0.06 4.80 -3.22  0.478
H 0.02 -1.71 -7.88  0.263
H -0.37 1.56 -4.24  0.398
C 0.61 -2.15 -7.07  -0.762
O 0.36 4.80 4.40  -0.556
C -4.38 -1.58 -1.12  0.625
O -4.92 1.72 6.01  -0.572
H -2.78 5.96 1.01  0.386
H -4.01 -6.90 3.79  0.243
H 0.50 1.18 -2.95  -0.054
H 3.47 -2.12 -0.75  0.114
H -6.57 0.88 -1.74  0.279
H -1.31 5.66 0.06  0.091
H -0.16 2.87 -1.76  -0.878
H 3.91 6.00 4.41  0.251
C 1.06 -2.66 4.20  0.379
H 7.05 -0.76 -2.77  0.263
C 2.22 3.44 0.35  0.272
H -3.12 -3.47 1.23  -0.543
H 2.33 0.59 -1.65  -0.903
C 4.52 -2.28 -0.51  -0.268
H 0.53 -5.67 1.22  0.416
H -1.69 5.85 3.08  0.481
H 6.73 -3.09 0.87  0.315
H 2.78 1.82 -2.53  -0.258
C 6.73 -0.55 -3.80  -0.758
F 0.13 0.47 2.45  -0.473
H 3.05 4.54 4.69  0.289
H -5.11 -0.52 -3.32  0.059
C 0.02 3.80 -3.64  -1.610
Cl 2.49 -3.48 3.57  -0.177